{
  "formula": "C31H49CoN6Sb2Se",
  "method": "wB97M-V/def2-TZVPD",
  "species": ["Co", "C", "Sb", "C", "C", "C", "C", "C", "C", "C", "C", "C", "Sb", "C", "C", "H", "H", "H", "H", "H", "H", "H", "H", "H", "H", "H", "H", "H", "H", "H", "H", "H", "H", "H", "H", "C", "C", "C", "C", "N", "N", "C", "H", "H", "H", "H", "H", "H", "H", "H", "C", "C", "N", "C", "C", "N", "C", "C", "H", "H", "H", "H", "H", "H", "H", "H", "H", "H", "H", "H", "H", "C", "N", "C", "Se", "N", "C", "C", "C", "C", "C", "C", "H", "H", "H", "H", "H", "H", "H", "H"],
  "xyz": [[-0.137, 0.587, -0.543], [3.289, 2.046, -1.230], [2.430, 0.253, -0.409], [3.453, -1.242, -1.650], [3.989, -0.074, 1.098], [3.872, 0.925, 2.192], [4.614, 2.095, 2.188], [4.501, 3.079, 3.156], [3.617, 2.922, 4.211], [2.855, 1.765, 4.269], [2.922, 0.772, 3.265], [2.013, -0.375, 3.336], [0.195, 0.032, 2.058], [-0.752, 1.569, 3.363], [-0.919, -1.743, 2.761], [4.349, 2.176, -0.921], [2.751, 2.941, -0.908], [3.247, 2.001, -2.322], [4.511, -1.237, -1.547], [3.125, -1.083, -2.701], [3.073, -2.217, -1.321], [4.923, -0.067, 0.526], [3.813, -1.118, 1.494], [5.341, 2.223, 1.382], [5.058, 4.029, 3.007], [3.582, 3.686, 4.999], [2.125, 1.711, 5.081], [1.558, -0.485, 4.353], [2.459, -1.368, 3.052], [-0.448, 1.478, 4.405], [-1.824, 1.399, 3.326], [-0.470, 2.571, 3.002], [-1.473, -1.486, 3.675], [-0.228, -2.548, 2.980], [-1.583, -2.052, 1.980], [0.125, 6.036, -0.149], [0.093, 4.681, -0.806], [0.175, 4.420, -2.188], [0.039, 3.028, -2.352], [-0.208, 2.463, -1.143], [-0.066, 3.491, -0.203], [0.144, 2.263, -3.602], [-0.252, 6.845, -0.805], [1.112, 6.332, 0.244], [-0.585, 6.045, 0.741], [0.374, 5.085, -3.011], [-0.189, 3.365, 0.811], [1.215, 2.201, -3.931], [-0.361, 2.801, -4.436], [-0.325, 1.256, -3.532], [-4.353, 0.897, -2.556], [-2.815, 0.724, -2.308], [-2.467, 0.604, -0.848], [-3.130, -0.623, -0.303], [-4.640, -0.707, -0.695], [-5.106, 0.621, -1.252], [-4.674, 1.752, -0.264], [-3.109, 1.776, -0.130], [-4.659, 0.155, -3.311], [-4.603, 1.936, -2.871], [-2.260, 1.613, -2.666], [-2.406, -0.187, -2.788], [-3.003, -0.588, 0.808], [-2.557, -1.480, -0.637], [-5.228, -1.019, 0.181], [-4.825, -1.434, -1.499], [-6.110, 0.674, -1.378], [-5.202, 1.541, 0.679], [-5.093, 2.683, -0.712], [-2.820, 1.700, 0.919], [-2.725, 2.672, -0.579], [1.098, -4.498, -3.206], [0.730, -4.329, -1.785], [0.399, -3.114, -1.213], [0.196, -1.480, -2.144], [0.085, -3.311, 0.084], [-0.099, -4.695, 0.331], [-0.741, -5.305, 1.384], [-1.065, -6.669, 1.167], [-0.658, -7.374, 0.014], [0.068, -6.734, -1.004], [0.331, -5.367, -0.829], [0.859, -3.555, -3.729], [0.581, -5.352, -3.681], [2.158, -4.736, -3.282], [-0.160, -2.502, 0.675], [-1.044, -4.814, 2.309], [-1.662, -7.211, 1.873], [-0.875, -8.442, -0.123], [0.459, -7.302, -1.876]],
  "forces_ev_per_a": [[-0.839, -1.480, -0.076], [0.540, 0.252, 0.047], [3.300, -0.016, -1.096], [-1.963, 0.178, -0.564], [-1.005, -1.102, 0.800], [-0.844, 0.206, 1.322], [0.673, 0.000, -0.661], [0.209, 0.989, -0.458], [0.440, 0.203, 0.219], [-0.462, -0.009, -0.370], [1.171, 1.030, -0.139], [-0.814, -1.126, -0.014], [-0.728, -0.187, 2.438], [0.635, -0.357, -0.546], [0.340, 0.948, 0.322], [-0.657, -0.271, -0.206], [-0.060, -0.158, 0.045], [0.031, -0.059, 0.143], [0.818, 0.342, 0.138], [0.438, -0.180, 0.686], [0.100, 0.159, -0.107], [-0.236, 0.216, 0.212], [0.342, 1.013, -0.569], [-0.175, 0.076, 0.241], [-0.273, -0.902, 0.388], [-0.206, -0.442, -0.396], [0.247, -0.421, -0.200], [0.228, 0.087, -0.878], [-0.545, 0.989, 0.100], [0.208, -0.132, -0.114], [-0.158, 0.165, -0.168], [-0.254, -0.390, 0.173], [0.152, -0.070, -0.370], [0.233, -0.069, 0.092], [-0.649, -0.257, -0.240], [-1.044, 0.144, 1.474], [0.303, 0.661, -1.625], [0.117, -0.800, 0.588], [-0.416, 1.124, 1.627], [1.197, 1.198, 0.598], [-0.473, 0.051, -0.387], [0.129, -0.419, -1.299], [0.391, -0.709, 0.088], [-0.303, -0.303, -0.329], [0.891, -0.076, -0.954], [-0.084, 0.325, 0.233], [-0.008, -0.241, -0.960], [-0.874, -0.242, 0.406], [0.214, -0.308, 0.589], [0.610, 0.516, -0.069], [0.150, -0.038, -0.062], [0.487, 0.100, 0.610], [-1.645, 0.255, 0.167], [0.197, 0.709, 0.608], [0.031, -0.577, -0.209], [2.447, 0.898, 0.825], [-0.712, -0.165, -0.587], [-0.414, -1.178, -0.591], [-0.222, 0.485, 0.297], [0.055, -0.894, 0.162], [-0.496, -0.540, -0.031], [-0.366, 0.530, 0.080], [-0.286, 0.040, -0.813], [-0.175, -0.279, -0.319], [-0.050, 0.422, -0.411], [0.159, 0.108, 0.301], [-0.224, -0.195, -0.106], [0.308, 0.118, -0.314], [0.452, -0.620, 0.505], [-0.058, 0.202, -0.025], [0.222, 0.448, -0.032], [-0.137, -0.237, -0.006], [-1.429, 0.673, 1.468], [0.736, -1.420, -0.493], [-0.466, -0.349, 0.095], [-0.233, 0.487, -0.390], [0.486, 0.689, -0.503], [-0.550, -1.814, -0.077], [0.560, 0.551, -0.498], [0.511, 0.521, -0.328], [0.575, -0.083, -0.108], [-0.415, 0.845, -0.692], [0.198, -0.625, 0.182], [-0.149, 0.545, 0.477], [0.076, 0.280, 0.061], [0.050, -1.146, -0.467], [0.070, 0.002, -0.400], [-0.065, -0.038, 0.479], [-0.048, 0.589, 0.280], [-0.519, 0.559, 0.688]],
  "e_above_lowest_kj_mol": 0.0,
  "total_energy_ha": -5802.92663,
  "charge": 3,
  "spin_multiplicity": 4,
  "s2": 3.766,
  "lumo_energy_ev": [-7.252, -8.137]
}